A molecular structure, C48H55CrN2OP2S2SiTe in a non-equilibrium geometry. Source: the OMol25 dataset; level of theory: wB97M-V/def2-TZVPD.

The geometry in XYZ format:
```
113
Properties=species:S:1:pos:R:3:mulliken_spin:R:1
Cr -1.409 -1.338 -0.419 4.161
S -3.027 -2.082 -1.947 -0.069
C -3.505 -3.677 -1.402 0.026
C -4.352 -4.459 -2.188 0.002
C -4.769 -5.708 -1.761 0.002
C -4.342 -6.195 -0.531 0.002
C -3.491 -5.433 0.252 0.004
C -3.051 -4.179 -0.175 0.007
S -1.940 -3.263 0.817 -0.004
H -4.678 -4.067 -3.145 0.002
H -5.424 -6.304 -2.385 0.000
H -4.671 -7.167 -0.184 0.000
H -3.148 -5.800 1.213 0.003
Te 0.368 1.869 -3.827 -0.001
C 2.345 2.077 -4.599 0.002
C 2.741 3.264 -5.207 0.000
C 4.045 3.393 -5.656 0.000
N 4.962 2.434 -5.545 0.000
C 4.572 1.295 -4.974 0.000
C 3.293 1.068 -4.492 -0.002
C 0.968 0.655 -2.183 0.022
P 0.275 -0.998 -2.021 -0.201
C 0.334 -1.638 -3.729 -0.005
C 1.493 -2.197 -4.259 -0.002
C 1.553 -2.536 -5.603 0.001
C 0.455 -2.324 -6.424 -0.001
C -0.713 -1.794 -5.896 -0.004
C -0.773 -1.451 -4.555 -0.006
C 1.646 -1.937 -1.233 -0.034
C 2.911 -1.400 -1.028 0.018
C 3.885 -2.132 -0.365 0.003
C 3.598 -3.403 0.114 -0.001
C 2.339 -3.950 -0.091 0.003
C 1.369 -3.223 -0.763 0.034
P 0.491 1.474 -0.675 0.115
C 1.731 2.808 -0.496 -0.012
C 2.898 2.748 -1.252 0.014
C 3.853 3.750 -1.170 0.000
C 3.660 4.823 -0.313 0.000
C 2.509 4.885 0.462 -0.001
C 1.553 3.888 0.368 0.002
C -1.127 2.328 -0.885 -0.058
C -1.280 3.701 -1.087 -0.004
C -2.539 4.236 -1.307 -0.001
C -3.657 3.415 -1.375 0.003
C -3.510 2.044 -1.237 0.028
C -2.256 1.515 -0.985 0.036
H 2.042 4.086 -5.315 0.000
H 4.384 4.315 -6.119 0.000
H 5.333 0.523 -4.904 0.000
H 3.037 0.122 -4.030 0.001
H 2.349 -2.369 -3.619 0.002
H 2.461 -2.962 -6.011 0.000
H 0.509 -2.578 -7.476 0.000
H -1.576 -1.644 -6.532 0.000
H -1.689 -1.059 -4.131 0.011
H 3.118 -0.397 -1.379 0.002
H 4.870 -1.705 -0.215 0.000
H 4.350 -3.966 0.652 0.000
H 2.106 -4.938 0.286 -0.001
H 0.383 -3.646 -0.918 0.029
H 3.040 1.911 -1.922 0.001
H 4.744 3.696 -1.784 0.000
H 4.399 5.612 -0.248 0.000
H 2.356 5.716 1.140 0.000
H 0.654 3.950 0.962 0.000
H -0.414 4.346 -1.100 0.000
H -2.643 5.306 -1.444 0.000
H -4.636 3.842 -1.553 0.000
H -4.360 1.379 -1.327 0.001
H -2.134 0.431 -0.908 -0.104
O -0.520 -0.129 1.273 -0.130
N 0.637 0.569 0.655 0.039
C 0.329 -2.568 3.204 0.008
C 0.493 -1.192 3.857 -0.006
C 1.980 -0.821 3.721 0.002
C 0.165 -1.321 5.353 0.000
Si -0.628 0.118 2.977 0.048
C -0.044 1.920 3.469 -0.003
C -0.139 2.164 4.986 -0.001
C -0.956 2.928 2.751 -0.001
C 1.423 2.246 3.124 0.002
C -2.540 -0.044 3.411 -0.014
C -2.986 -1.461 3.807 -0.005
C -3.394 0.387 2.210 0.044
C -2.932 0.832 4.614 -0.001
H 1.014 -3.280 3.680 0.000
H 0.573 -2.528 2.140 0.015
H -0.681 -2.958 3.303 0.005
H 2.592 -1.682 4.012 0.000
H 2.253 0.008 4.374 0.000
H 2.234 -0.559 2.691 -0.001
H 0.870 -2.014 5.824 0.000
H -0.838 -1.714 5.511 0.000
H 0.238 -0.364 5.874 0.000
H -1.139 2.018 5.391 0.000
H 0.162 3.197 5.196 0.000
H 0.549 1.510 5.525 0.000
H -1.981 2.893 3.116 0.000
H -0.985 2.735 1.678 0.002
H -0.591 3.949 2.913 0.000
H 2.106 1.754 3.814 0.000
H 1.583 3.326 3.225 0.000
H 1.689 1.950 2.119 -0.003
H -2.716 -2.205 3.068 0.003
H -4.079 -1.474 3.896 -0.002
H -2.576 -1.759 4.773 -0.001
H -3.300 -0.330 1.393 -0.023
H -3.127 1.377 1.839 -0.006
H -4.449 0.407 2.505 0.001
H -2.379 0.542 5.511 0.000
H -3.998 0.689 4.816 0.000
H -2.777 1.895 4.438 0.000
```

The calculation puts the energy above the lowest of the compared OMol25 structures with the same formula, charge and spin at 1.2814 eV. As for the charge: -1. For the LUMO energy (spin up / spin down), the calculation gives 2.1 / 2.1 eV. The expectation value of S² is 6.0453. As for the HOMO-LUMO gap (spin up / spin down): 6.174 / 6.687 eV. The multiplicity is 5. The calculation puts the largest force on an atom at 1.76 eV/A.

2 unconnected molecules or ions with the total composition C2H9N2 in a non-equilibrium geometry. Source: the OMol25 dataset; level of theory: wB97M-V/def2-TZVPD.

The geometry in XYZ format:
```
13
Properties=species:S:1:pos:R:3:nbo_charge:R:1
C 0.712 1.236 1.546 -0.853
H 0.549 2.069 2.210 0.246
H -0.265 0.999 1.138 0.176
H 1.429 1.450 0.820 0.207
H 1.066 0.267 2.074 0.225
N 0.297 -1.625 -1.158 -0.710
C -0.141 -0.421 -0.989 0.415
N -1.362 -0.072 -0.696 -0.679
H -0.338 -2.371 -0.890 0.413
H 1.135 -2.002 -1.664 0.472
H 0.491 0.435 -1.295 0.240
H -1.637 0.842 -0.700 0.437
H -1.936 -0.808 -0.396 0.411
```

The calculation puts the energy above the lowest of the compared OMol25 structures with the same formula, charge and spin at 0.7168 eV. As for the charge: +1. For the LUMO energy, the calculation gives -4.0 eV. As for the HOMO-LUMO gap: 12.316 eV. The multiplicity is 1. The calculation puts the largest force on an atom at 3.68 eV/A.

A molecular structure, BiHO3S in a non-equilibrium geometry. Source: the OMol25 dataset; level of theory: wB97M-V/def2-TZVPD.

The geometry in XYZ format:
```
6
Properties=species:S:1:pos:R:3:nbo_charge:R:1
S 0.641 1.194 -0.422 2.446
O 1.498 0.610 -1.403 -0.664
O -0.350 0.332 0.209 -1.049
Bi -1.136 -1.578 0.499 2.113
O 0.659 2.578 -0.066 -0.610
H -1.312 -3.137 1.182 -0.236
```

As for the charge: +2. For the LUMO energy (spin up / spin down), the calculation gives -14.1 / -14.1 eV. As for the HOMO-LUMO gap (spin up / spin down): 7.155 / 7.154 eV. The multiplicity is 1. The calculation puts the largest force on an atom at 5.79 eV/A.

A molecular structure, C5H7NO. Source: the OMol25 dataset; level of theory: wB97M-V/def2-TZVPD.

The geometry in XYZ format:
```
14
Properties=species:S:1:pos:R:3:nbo_charge:R:1
N -1.204 -2.120 -0.143 -0.836
C -0.316 -1.122 0.280 0.597
O -0.427 -0.572 1.429 -0.534
C -0.917 0.606 0.102 0.077
C 0.227 1.603 0.326 -0.507
C 1.350 0.709 -0.200 -0.415
C 0.344 -0.327 -0.680 -0.307
H -1.683 -2.472 0.682 0.383
H -1.911 -1.564 -0.624 0.398
H 0.304 1.988 1.345 0.230
H 0.001 2.435 -0.357 0.228
H 2.028 0.340 0.577 0.227
H 1.934 1.139 -1.017 0.219
H 0.270 -0.641 -1.719 0.240
```

The calculation puts the energy above the lowest of the compared OMol25 structures with the same formula, charge and spin at 5.0660 eV. For the LUMO energy, the calculation gives 0.9 eV. As for the HOMO-LUMO gap: 9.701 eV. The multiplicity is 1. The calculation puts the largest force on an atom at 0.54 eV/A.

C2H10N4 in the gas phase in a non-equilibrium geometry. Source: the OMol25 dataset; level of theory: wB97M-V/def2-TZVPD.

The geometry in XYZ format:
```
16
Properties=species:S:1:pos:R:3:nbo_charge:R:1
C 0.305 0.844 -2.317 -0.430
N 1.205 0.871 -1.166 -0.492
N 0.426 0.935 0.138 -0.493
C -0.131 -0.388 0.321 -0.069
N -0.451 -0.415 1.792 -0.493
N -0.673 -1.753 2.265 -0.671
H 0.880 1.023 -3.232 0.205
H -0.476 1.608 -2.255 0.176
H -0.162 -0.141 -2.422 0.189
H 1.784 1.712 -1.233 0.351
H 1.101 1.032 0.905 0.365
H -1.061 -0.510 -0.244 0.153
H 0.571 -1.196 0.087 0.187
H -1.166 0.283 2.006 0.342
H -0.529 -1.824 3.274 0.355
H -1.622 -2.083 2.081 0.325
```

The calculation puts the energy above the lowest of the compared OMol25 structures with the same formula, charge and spin at 2.8901 eV. For the LUMO energy, the calculation gives 1.3 eV. As for the HOMO-LUMO gap: 9.439 eV. Its SMILES is CNNCNN. The multiplicity is 1. The calculation puts the largest force on an atom at 2.26 eV/A.

2 unconnected molecules or ions with the total composition C3H5ClO in a non-equilibrium geometry. Source: the OMol25 dataset; level of theory: wB97M-V/def2-TZVPD.

The geometry in XYZ format:
```
10
Properties=species:S:1:pos:R:3:nbo_charge:R:1
C 1.144 0.399 0.139 -0.355
C -0.223 0.261 -0.544 -0.530
C -1.370 -0.426 0.429 0.379
H 1.291 0.804 1.169 0.237
H 1.834 0.905 -0.644 0.236
H -0.852 1.099 -0.723 0.243
H 0.094 -0.451 -1.473 0.277
H -2.049 0.442 1.722 0.172
O -1.819 -1.743 -0.150 -0.557
Cl 1.950 -1.291 0.075 -0.102
```

The calculation puts the energy above the lowest of the compared OMol25 structures with the same formula, charge and spin at 6.1577 eV. For the LUMO energy, the calculation gives -0.7 eV. As for the HOMO-LUMO gap: 9.321 eV. The multiplicity is 1. The calculation puts the largest force on an atom at 11.01 eV/A.